Here is a cluster of 4 separate species, C44H57F9N2O11 in total from the Open Molecules 2025 dataset. Energies are from the ωB97M-V functional and the def2-TZVPD basis.

Charge = 0
Structure (SMILES) = CCCCCCC[C@H]1NC(=O)[C@@](Cc2ccccc2C)(C(F)(F)C(F)(F)C(F)(F)C(F)(F)F)[C@]1(OCCCC)c1ccccn1.C[C@@H]1COC(=O)O1.C[C@@H]1COC(=O)O1.C[C@@H]1COC(=O)O1
Highest occupied orbital energy = -8.63 eV

Bonds (Å) are listed after each position.
Element x y z (Å)
1 C 7.27315 3.36059 1.02550  C2 1.529, H46 1.092, H47 1.092, H48 1.092
2 C 6.04498 3.78176 0.21848  C1 1.529, C3 1.537, H49 1.091, H50 1.093
3 C 6.21625 3.50655 -1.28366  C2 1.537, C4 1.537, H51 1.092, H52 1.096
4 C 5.45218 4.45920 -2.21646  C3 1.537, C5 1.555, H53 1.092, H54 1.092
5 C 3.96237 4.12795 -2.51559  C4 1.555, C6 1.525, H55 1.094, H56 1.094
6 C 3.34815 3.02495 -1.66098  C5 1.525, C7 1.532, H57 1.093, H58 1.087
7 C 1.85459 2.86404 -1.96395  C6 1.532, C8 1.540, H59 1.086, H60 1.093
8 C 1.19386 1.71900 -1.17332  C7 1.540, N9 1.460, C34 1.592, H61 1.090
9 N 1.97868 1.15889 -0.07708  C8 1.460, C10 1.399, H62 1.011
10 C 1.47909 1.62603 1.14305  N9 1.399, O11 1.193, C12 1.557
11 O 2.15631 1.85092 2.09917  C10 1.193
12 C -0.03540 1.96300 1.01394  C10 1.557, C13 1.572, C21 1.563, C34 1.601
13 C -1.00069 1.00593 1.80377  C12 1.572, C14 1.516, H63 1.090, H64 1.081
14 C -0.51374 -0.19183 2.59545  C13 1.516, C15 1.397, C19 1.402
15 C 0.48765 -0.06730 3.56124  C14 1.397, C16 1.386, H65 1.078
16 C 0.90685 -1.15008 4.31828  C15 1.386, C17 1.387, H66 1.082
17 C 0.30821 -2.38792 4.13537  C16 1.387, C18 1.384, H67 1.082
18 C -0.72719 -2.50548 3.22470  C17 1.384, C19 1.396, H68 1.085
19 C -1.16702 -1.42436 2.45899  C14 1.402, C18 1.396, C20 1.512
20 C -2.39234 -1.66619 1.60730  C19 1.512, H69 1.087, H70 1.092, H71 1.086
21 C -0.21909 3.35291 1.70563  C12 1.563, F22 1.369, F23 1.358, C24 1.573
22 F 0.02196 3.18819 3.04277  C21 1.369
23 F -1.51525 3.74882 1.62734  C21 1.358
24 C 0.66687 4.57637 1.26762  C21 1.573, F25 1.357, F26 1.345, C27 1.563
25 F -0.11722 5.51768 0.68304  C24 1.357
26 F 1.59077 4.18656 0.37077  C24 1.345
27 C 1.43341 5.33560 2.39897  C24 1.563, F28 1.358, F29 1.338, C30 1.579
28 F 2.21363 6.23508 1.74677  C27 1.358
29 F 2.24215 4.52292 3.08888  C27 1.338
30 C 0.51938 6.15373 3.39289  C27 1.579, F31 1.345, F32 1.342, F33 1.343
31 F 0.97076 5.98730 4.64883  C30 1.345
32 F -0.75830 5.74651 3.34604  C30 1.342
33 F 0.55178 7.46180 3.08967  C30 1.343
34 C -0.26209 1.94529 -0.57036  C8 1.592, C12 1.601, O35 1.407, C40 1.529
35 O -0.75846 3.14345 -1.11716  C34 1.407, C36 1.446
36 C -2.13499 3.58561 -1.08224  O35 1.446, C37 1.521, H72 1.096, H73 1.090
37 C -3.23459 2.73755 -0.46062  C36 1.521, C38 1.535, H74 1.083, H75 1.089
38 C -4.46351 3.61124 -0.17487  C37 1.535, C39 1.539, H76 1.093, H77 1.091
39 C -5.58092 2.81346 0.51939  C38 1.539, H78 1.089, H79 1.091, H80 1.092
40 C -0.93367 0.68795 -1.12458  C34 1.529, C41 1.397, N45 1.332
41 C -1.68327 0.72542 -2.30280  C40 1.397, C42 1.389, H81 1.079
42 C -2.04947 -0.47539 -2.89768  C41 1.389, C43 1.391, H82 1.083
43 C -1.64560 -1.67240 -2.31456  C42 1.391, C44 1.389, H83 1.079
44 C -0.90191 -1.59832 -1.14420  C43 1.389, N45 1.331, H84 1.085
45 N -0.55113 -0.45610 -0.55884  C40 1.332, C44 1.331
46 H 7.15765 3.61279 2.08138  C1 1.092
47 H 8.17362 3.86122 0.66328  C1 1.092
48 H 7.44091 2.28324 0.96560  C1 1.092
49 H 5.18283 3.24611 0.61750  C2 1.091
50 H 5.89560 4.85577 0.35744  C2 1.093
51 H 5.98347 2.46148 -1.50066  C3 1.092
52 H 7.28175 3.62275 -1.51048  C3 1.096
53 H 5.50720 5.45588 -1.77378  C4 1.092
54 H 5.98973 4.48776 -3.16621  C4 1.092
55 H 3.86663 3.84916 -3.56864  C5 1.094
56 H 3.37542 5.03981 -2.37455  C5 1.094
57 H 3.85107 2.07664 -1.86509  C6 1.093
58 H 3.47093 3.25561 -0.60564  C6 1.087
59 H 1.36010 3.81693 -1.80267  C7 1.086
60 H 1.76072 2.62421 -3.02630  C7 1.093
61 H 1.12572 0.90921 -1.89920  C8 1.090
62 H 2.00577 0.14823 -0.10525  N9 1.011
63 H -1.59778 1.61551 2.48226  C13 1.090
64 H -1.70890 0.62324 1.08212  C13 1.081
65 H 0.95456 0.89024 3.72789  C15 1.078
66 H 1.70142 -1.01961 5.04165  C16 1.082
67 H 0.64350 -3.23748 4.71641  C17 1.082
68 H -1.22459 -3.46245 3.10455  C18 1.085
69 H -3.26425 -1.68452 2.25611  C20 1.087
70 H -2.31300 -2.64958 1.13978  C20 1.092
71 H -2.57227 -0.93689 0.82358  C20 1.086
72 H -2.41526 3.79130 -2.12147  C36 1.096
73 H -2.13033 4.55442 -0.58288  C36 1.090
74 H -2.94509 2.29462 0.48422  C37 1.083
75 H -3.54682 1.92890 -1.12004  C37 1.089
76 H -4.14215 4.41484 0.49333  C38 1.093
77 H -4.83255 4.05160 -1.10245  C38 1.091
78 H -6.04780 3.39086 1.31542  C39 1.089
79 H -6.36452 2.52463 -0.18244  C39 1.091
80 H -5.19239 1.89096 0.95559  C39 1.092
81 H -1.92163 1.67028 -2.76639  C41 1.079
82 H -2.62094 -0.47244 -3.81742  C42 1.083
83 H -1.88368 -2.63784 -2.73456  C43 1.079
84 H -0.56408 -2.51386 -0.66925  C44 1.085
85 C -5.21135 -5.57944 4.91721  C86 1.505, H92 1.089, H93 1.090, H94 1.090
86 C -4.72578 -4.16908 4.71510  C85 1.505, C87 1.516, O91 1.442, H95 1.094
87 C -5.22671 -3.14550 5.71467  C86 1.516, O88 1.432, H96 1.086, H97 1.093
88 O -5.22893 -1.94157 4.93928  C87 1.432, C89 1.354
89 C -5.38480 -2.28446 3.63884  O88 1.354, O90 1.187, O91 1.352
90 O -5.61174 -1.51794 2.76100  C89 1.187
91 O -5.23856 -3.61972 3.48437  C86 1.442, C89 1.352
92 H -4.86458 -6.22364 4.11069  C85 1.089
93 H -4.83379 -5.97231 5.86145  C85 1.090
94 H -6.30128 -5.61088 4.92976  C85 1.090
95 H -3.63395 -4.13701 4.65489  C86 1.094
96 H -4.58637 -3.02300 6.58371  C87 1.086
97 H -6.25020 -3.35761 6.03399  C87 1.093
98 C -1.68007 -7.05689 -5.54271  C99 1.504, H105 1.089, H106 1.090, H107 1.091
99 C -1.02609 -6.40032 -4.35751  C98 1.504, C100 1.515, O104 1.448, H108 1.093
100 C -0.64285 -7.32246 -3.21809  C99 1.515, O101 1.435, H109 1.086, H110 1.093
101 O -0.74348 -6.45516 -2.07879  C100 1.435, C102 1.350
102 C -1.63435 -5.48438 -2.37238  O101 1.350, O103 1.191, O104 1.348
103 O -2.04643 -4.68656 -1.59022  C102 1.191
104 O -1.94937 -5.51098 -3.68315  C99 1.448, C102 1.348
105 H -1.98942 -6.31037 -6.27238  C98 1.089
106 H -0.97781 -7.73839 -6.02241  C98 1.090
107 H -2.56445 -7.61551 -5.23360  C98 1.091
108 H -0.16566 -5.80149 -4.66830  C99 1.093
109 H 0.36517 -7.72025 -3.29039  C100 1.086
110 H -1.35951 -8.13839 -3.09631  C100 1.093
111 C 3.09983 -1.38491 -3.13098  C112 1.506, H118 1.090, H119 1.091, H120 1.091
112 C 2.53319 -2.76774 -2.94245  C111 1.506, C113 1.515, O117 1.443, H121 1.095
113 C 3.48123 -3.80059 -2.36934  C112 1.515, O114 1.435, H122 1.086, H123 1.093
114 O 2.96939 -5.01878 -2.92957  C113 1.435, C115 1.352
115 C 2.33002 -4.71498 -4.08099  O114 1.352, O116 1.189, O117 1.351
116 O 1.92702 -5.51651 -4.86179  C115 1.189
117 O 2.19662 -3.37690 -4.20670  C112 1.443, C115 1.351
118 H 2.37247 -0.73636 -3.61919  C111 1.090
119 H 3.35941 -0.94981 -2.16453  C111 1.091
120 H 3.99338 -1.41709 -3.75545  C111 1.091
121 H 1.60788 -2.72802 -2.35916  C112 1.095
122 H 3.46923 -3.86281 -1.28487  C113 1.086
123 H 4.50484 -3.65252 -2.72137  C113 1.093

Atom charges from the Mulliken analysis, given in e for atoms 1 to 5: -1.547 0.258 -0.598 -0.829 -0.909